1.
Below is a single C5H8O molecule, with properties calculated with wB97M-V/def2-TZVPD.

Last column: Mulliken charge in e.
Positions of all 14 atoms, in Å:
1 O -0.82131 -0.72503 -1.18815  -0.4490
2 C -0.18208 0.54191 -1.10939  0.1788
3 C -0.66820 -0.47601 1.23433  -0.5560
4 C -1.12520 0.10843 -0.07798  -0.0906
5 C 1.31666 0.70356 -0.91668  -1.1530
6 C 0.34676 -1.53255 1.03396  -0.6000
7 H 1.56365 1.74765 -0.66699  0.2837
8 H -0.58773 1.22060 -1.85298  0.4257
9 H -2.12908 0.52943 -0.09223  0.4352
10 H -1.51269 -0.67722 1.90858  0.4339
11 H 1.85704 0.47652 -1.84155  0.3102
12 H 0.00610 0.21985 1.78880  0.2556
13 H 1.70038 0.05116 -0.13431  0.3299
14 H 0.23569 -2.18830 1.91459  0.1958

Electronic energy   -7356.7543 eV
Frontier orbital gap   8.53 eV
HOMO   -0.3208 Eh
ΔE to the lowest compared entry with this formula, charge and spin   530.8 kJ/mol


2.
Below is 15 unconnected molecules or ions with the total composition C42H64BFN15O4 at a distorted geometry, with properties calculated with wB97M-V/def2-TZVPD.

Last column: Mulliken charge in e.
Positions of all 127 atoms, in Å:
1 F -3.54764 3.06986 1.78457  -0.3218
2 O -0.69415 0.90978 -0.46721  -0.9983
3 O -2.08916 -4.34718 2.34081  -0.5660
4 O -1.23561 2.56210 -1.96113  -0.3858
5 O -2.59817 1.29312 -3.22476  -0.6241
6 N 0.14503 4.10356 4.44983  -0.4585
7 N 1.33211 1.60536 -4.54485  -0.4098
8 N 0.53118 -0.49132 2.86229  -0.4842
9 N -6.66703 2.68913 -3.00233  -0.4889
10 N 7.27731 3.48234 -4.54700  -0.4651
11 N 6.25292 -4.68611 -0.43442  -0.4134
12 N 2.56297 6.34954 -3.17678  -0.5598
13 N 2.25333 -7.18362 -2.16705  -0.5708
14 N 12.19610 2.36613 -1.60455  -0.3990
15 N 4.05200 -7.54527 3.51868  -0.4900
16 N -8.13322 4.45449 4.32221  -0.4143
17 N 5.19408 -2.55980 6.00437  -0.4671
18 N -2.69571 -1.63829 4.23581  -0.4218
19 N -4.34763 -2.24422 0.69213  0.1543
20 N -1.72255 6.98093 -1.47629  -0.5858
21 C -2.32899 -6.00006 -1.91546  -0.6411
22 C -5.89097 3.57095 -3.12940  0.4024
23 C 5.46291 5.03123 -3.32147  -0.7084
24 C -3.48706 -5.18236 -1.29117  -0.3711
25 C 3.05475 -2.76614 4.40084  -0.5093
26 C -6.23650 3.68596 2.58839  -0.5123
27 C 4.25085 -2.65063 5.29802  0.3589
28 C -7.29751 4.11583 3.55805  0.1988
29 C -1.07323 -6.23916 -1.03481  -0.0769
30 C -2.69326 0.88881 0.79990  -0.2766
31 C -2.42045 1.70875 -1.85340  -0.5201
32 C -0.67442 0.63848 4.97511  -0.6150
33 C 0.93261 4.97188 4.30979  0.3870
34 C 0.17532 5.13153 -3.25744  0.4450
35 C -2.11916 0.61019 -0.69483  1.6961
36 C 6.47741 4.16477 -4.00679  0.3831
37 C -0.92158 -5.71012 0.43453  -0.5455
38 C -2.35122 2.38539 1.27465  0.1740
39 C -1.33536 6.92581 -0.36207  0.3853
40 C -4.90658 4.69615 -3.29175  -0.5531
41 C 0.00284 0.00610 3.79617  0.5423
42 C -2.05424 -0.94835 -1.05265  -1.4057
43 C 1.93386 6.07356 4.13163  -0.6821
44 C 0.59840 1.38101 -5.44285  0.4460
45 C 2.63931 -7.21731 -1.03632  0.2449
46 C -3.38031 -4.59819 0.15695  0.8536
47 C 10.07534 2.11905 -3.22712  -0.5617
48 C -4.63907 -1.68072 -0.65185  -1.0491
49 C -3.39798 -1.58151 -1.66068  0.0435
50 C -5.04430 -2.73081 4.92103  -0.9990
51 C 11.26152 2.25730 -2.31944  0.2832
52 C 4.82427 -6.66358 3.36890  0.4000
53 C 3.13375 -7.25813 0.37936  -0.7098
54 C 5.88360 -4.92618 -1.53076  0.3486
55 C -2.11238 -4.87832 1.00963  0.4004
56 C 1.50956 5.81216 -3.21234  0.2710
57 C -3.73100 -2.11935 4.53790  0.5487
58 C 5.41490 -5.23058 -2.92211  -0.5959
59 C -4.55828 -3.71150 0.79014  -1.0905
60 C -0.84204 6.85539 1.05121  -0.5944
61 C 5.80264 -5.54421 3.17929  -0.5707
62 C -0.33719 1.09721 -6.57957  -0.7987
63 B -0.10954 1.65426 -1.59702  1.2637
64 H -5.93476 4.53154 1.96895  0.2530
65 H 0.23862 6.70332 1.05876  0.1525
66 H -1.73338 -1.60158 -0.15407  0.1321
67 H -1.75063 0.47461 4.91456  0.1907
68 H 4.45550 -5.75053 -2.88489  0.1216
69 H 0.12793 0.39904 -7.27756  0.3181
70 H -4.99004 -3.81635 4.82375  0.2841
71 H 10.38767 2.23255 -4.26620  0.2620
72 H -4.94846 5.35468 -2.42272  0.2435
73 H 2.64871 -8.07181 0.92061  0.4026
74 H -1.32288 6.02458 1.57096  0.2210
75 H 1.70586 6.63942 3.22700  0.1887
76 H -0.19574 5.11034 -4.28365  0.3265
77 H 9.62108 1.13561 -3.09728  0.2628
78 H -1.57309 2.37253 2.12419  -0.0105
79 H -0.47734 1.71219 4.98670  0.1372
80 H -3.19442 2.43217 -1.41833  0.1501
81 H 0.88036 2.28939 -1.35649  -0.4056
82 H -2.13703 0.44804 -3.41132  0.3130
83 H 5.77357 -4.87267 4.03971  0.1836
84 H -1.07544 7.78548 1.57233  0.3797
85 H 4.98964 4.47756 -2.50926  0.2553
86 H -3.45065 -1.93523 1.08435  -0.0153
87 H -1.90354 3.04325 0.45013  -0.0697
88 H -1.26133 0.65863 -6.19909  0.2029
89 H -5.83318 -2.35312 4.26832  0.2785
90 H -0.20588 -6.85347 -1.46702  0.1561
91 H -6.62069 2.89276 1.94513  0.2841
92 H 5.94874 5.91844 -2.91237  0.2894
93 H 0.26794 4.10632 -2.89032  -0.2621
94 H -1.21371 -1.08815 -1.83696  0.2013
95 H -3.10882 -2.57566 -2.16572  0.2219
96 H 6.14462 -5.86421 -3.42879  0.2530
97 H 4.69706 5.34146 -4.03320  0.2569
98 H -5.14679 5.27220 -4.18692  0.3428
99 H 5.29619 -4.30308 -3.48449  0.2731
100 H 4.21304 -7.41734 0.38981  0.4163
101 H -5.11923 -0.64853 -0.55217  0.2955
102 H -5.58824 -3.97035 0.37231  0.5464
103 H -5.36654 3.31408 3.13029  0.2002
104 H 1.90217 6.74608 4.99027  0.2695
105 H 2.33639 -1.97861 4.63435  0.1019
106 H -3.89501 4.29560 -3.38594  0.0929
107 H 2.57718 -3.73724 4.54273  0.2633
108 H 5.54987 -4.98148 2.27847  0.1861
109 H 3.36182 -2.66905 3.35820  0.2618
110 H -5.28430 -2.47666 5.95473  0.3495
111 H -0.53959 5.66914 -2.63072  -0.2040
112 H 2.93672 5.65255 4.04512  0.2687
113 H -4.45294 -4.92231 -1.85441  0.2964
114 H -0.57294 2.02343 -7.10601  0.2546
115 H 2.90840 -6.31447 0.87859  0.2244
116 H 0.26599 0.86776 -2.41976  -0.3361
117 H -2.09775 0.18885 1.50226  -0.1536
118 H -3.73931 -0.89316 -2.52996  0.3781
119 H 9.33614 2.88607 -2.99252  0.1346
120 H -3.79200 0.59610 0.91952  0.1806
121 H -2.41600 -6.38872 -2.98734  0.3201
122 H -1.71360 -3.43351 2.22378  0.2545
123 H -4.59528 -3.95540 1.92247  0.0343
124 H -0.29902 0.19778 5.90039  0.3489
125 H 0.03582 -5.91313 1.04138  0.2975
126 H 6.81136 -5.94676 3.07580  0.3078
127 H -5.42615 -2.37602 -1.14496  0.3154

Electronic energy   -78518.9764 eV
Total charge   -1
Frontier orbital gap   6.26 eV
HOMO   -0.1654 Eh


3.
Below is a gas-phase ion, C5H14N2 (charge -1) at a distorted geometry, with properties calculated with wB97M-V/def2-TZVPD.

Last column: Mulliken charge in e.
Positions of all 21 atoms, in Å:
1 N 0.67759 0.90229 0.70245  0.6956
2 N 1.20238 2.58791 -1.09734  -0.4375
3 C 1.68388 1.69553 0.00188  -3.2309
4 C -0.36426 -1.25005 -0.01542  0.0306
5 C -0.82150 -1.60366 1.40141  -1.8522
6 C -1.40960 -1.69266 -1.03494  -1.6705
7 C -0.41540 0.31873 -0.08607  -0.9702
8 H 2.42766 0.96135 -0.33400  0.9016
9 H -1.06354 -1.46833 -2.03701  0.5447
10 H 2.15307 2.39674 0.69705  0.1194
11 H 1.19524 0.26933 1.30082  0.4211
12 H -1.62216 -2.76582 -0.85244  0.3958
13 H -0.33423 0.65217 -1.12338  0.5346
14 H -1.37169 0.72186 0.27352  -0.0382
15 H 0.72841 3.26743 -0.50889  0.4578
16 H 1.97231 3.01319 -1.60049  0.6657
17 H -0.44907 -2.56923 1.78707  0.7142
18 H -1.91634 -1.50038 1.41159  0.2479
19 H -0.46456 -0.94258 2.19759  0.4813
20 H -2.45277 -1.43460 -0.82054  0.3634
21 H 0.64459 -1.55922 -0.26286  0.6256

2S+1   2
Electronic energy   -8389.6685 eV
Total charge   -1
Frontier orbital gap (alpha / beta)   2.43 / 8.12 eV
HOMO (alpha / beta)   0.0523 / -0.1624 Eh
ΔE to the lowest compared entry with this formula, charge and spin   127.1 kJ/mol


4.
Below is a molecular structure, C30H58N4O6S2 at a distorted geometry, with properties calculated with wB97M-V/def2-TZVPD.

Last column: Mulliken charge in e.
Positions of all 100 atoms, in Å:
1 S -2.55766 4.47338 4.05580  -0.3173
2 S 2.68596 0.71722 5.69187  0.0627
3 O -0.90598 -0.51282 -3.38750  -0.4064
4 O -1.77711 -3.32415 0.80662  -0.2833
5 O 1.90331 3.99992 -2.64823  -0.4795
6 O 1.39913 1.77703 1.55180  -0.1082
7 O 0.48240 0.27253 -7.62151  -0.3326
8 O -3.42743 -7.42627 1.76314  -0.4377
9 N 2.46699 0.94268 4.05495  -0.0643
10 N 1.41490 1.53250 6.43166  -0.7000
11 N -0.38484 1.94129 -5.29044  -0.3295
12 N -4.22212 -4.40752 2.15343  -0.3241
13 C -1.15323 3.33438 6.73339  -1.6035
14 C -0.99403 3.60108 1.32323  -0.5465
15 C 3.10352 -0.91627 1.14543  -1.2468
16 C -0.48562 1.89585 -3.83072  -0.8781
17 C 1.44767 4.89985 -1.58835  -0.5976
18 C 4.53051 -0.30083 0.85182  0.6064
19 C -2.38383 -6.81449 1.02199  -0.4985
20 C -2.42241 -3.11563 -0.44170  -0.8449
21 C 0.97974 1.79833 -5.79200  -0.0744
22 C -0.43272 3.08054 2.68998  -0.1604
23 C -3.08995 -3.75653 2.80846  -0.2305
24 C -4.70540 -5.59917 2.85200  -0.6790
25 C -0.05863 0.60014 -3.12811  0.4522
26 C -3.74091 -6.78397 2.99106  -0.4798
27 C 4.57651 1.27136 0.64789  -0.7449
28 C -0.51669 2.95224 5.33654  0.3418
29 C 1.05424 -1.54023 -0.29910  -1.3851
30 C 5.43253 -0.61472 2.14423  -1.3812
31 C -0.61959 -1.20944 -4.58921  -0.6341
32 C 0.71081 2.08787 5.37076  0.5732
33 C 0.74004 2.21490 2.71596  -0.1328
34 C -1.05927 3.43325 4.05277  0.4085
35 C 1.00877 3.97359 -0.39599  1.2939
36 C 1.32824 1.73274 4.03483  0.0789
37 C 0.99417 1.56441 -7.29909  -0.8591
38 C 1.90322 -0.31394 0.30248  1.0355
39 C 0.03171 4.64663 0.65517  -0.9951
40 C 0.88165 0.45183 1.26405  -1.1311
41 C -0.78187 0.30804 -8.26335  -0.7066
42 C -2.45281 -2.70920 1.90105  -0.7447
43 H 0.76746 -0.19431 2.17745  0.2938
44 H -0.77959 1.00318 -9.10605  0.3399
45 H 0.61203 5.52916 -2.00119  0.2564
46 H -1.20958 -0.80532 -5.41390  0.1772
47 H -0.14524 0.54113 0.79665  0.2088
48 H 4.84624 -0.52210 3.10276  0.1894
49 H 0.59079 2.98826 -0.76616  -0.5867
50 H -1.89644 -7.59046 0.42707  0.3383
51 H 2.34788 5.53090 -1.32885  0.4256
52 H -0.56566 4.21809 7.10631  0.3095
53 H -3.18581 -1.96800 1.56794  0.4382
54 H 0.46662 2.36075 -7.83298  0.4141
55 H 2.82758 4.19964 -2.87374  0.2851
56 H -0.50376 5.53218 0.21822  0.4053
57 H -2.65011 -2.05889 -0.59912  0.3735
58 H -0.13516 0.78047 -2.05030  -0.2507
59 H 1.39791 -1.80927 -1.33270  0.1948
60 H -5.58116 -5.94927 2.29638  0.3668
61 H 1.95396 3.70731 0.16904  -0.2751
62 H -0.95593 1.19711 -5.67083  0.1531
63 H 0.07794 2.73338 -3.40985  0.1633
64 H 0.44486 -1.19634 -4.83558  0.2954
65 H 1.49001 0.94793 -5.32504  0.1543
66 H 2.85294 -0.93475 2.25030  0.2740
67 H -3.33925 -3.70936 -0.50969  0.4055
68 H -1.95376 4.18367 1.45441  0.5071
69 H 6.28590 0.12817 2.24485  0.4335
70 H -1.57055 0.58195 -7.55584  0.3020
71 H 1.11327 -2.44608 0.37296  0.5334
72 H -2.25254 3.52967 6.65294  0.4411
73 H -1.68993 -2.17655 2.47827  0.2823
74 H 5.08745 1.75505 1.52687  0.4175
75 H -3.95012 -4.67841 1.21687  0.0801
76 H 2.03501 1.57971 -7.63678  0.3977
77 H -0.98569 2.42909 7.39286  0.3612
78 H 5.26220 1.46709 -0.23810  0.2815
79 H 0.66597 5.02370 1.50750  0.3899
80 H -5.06098 -5.30772 3.84565  0.4032
81 H 3.16837 -2.01396 0.85665  0.4625
82 H 4.99977 -0.80917 -0.03231  0.4259
83 H 0.99050 0.34384 -3.31368  0.2562
84 H -1.24986 2.75584 0.62056  0.1927
85 H -2.82919 -6.52586 3.54117  0.3408
86 H -1.63139 -6.35147 1.66484  0.2666
87 H -4.24941 -7.54119 3.59579  0.3561
88 H -1.74633 -3.44852 -1.22946  0.1748
89 H 1.54503 2.70637 -5.56327  0.3202
90 H 2.21644 0.33083 -0.56517  0.4595
91 H 5.91219 -1.62774 2.06222  0.3441
92 H -2.30339 5.63568 4.75281  0.1909
93 H -2.30927 -4.48021 3.06945  0.1624
94 H -0.99569 -0.69380 -8.63632  0.2340
95 H -0.92820 -2.24923 -4.45537  0.3381
96 H -3.43350 -3.27429 3.72849  0.4012
97 H -0.04536 -1.26518 -0.32064  0.0859
98 H 3.60136 1.75964 0.39599  -0.2712
99 H -2.79181 -6.08417 0.32078  0.1460
100 H -1.53893 2.07340 -3.58818  0.4173

Electronic energy   -71959.9753 eV
Frontier orbital gap   7.47 eV
HOMO   -0.3124 Eh
ΔE to the lowest compared entry with this formula, charge and spin   0.0 kJ/mol